1.
{
  "formula": "C27H29BrGaN3Sb2Se",
  "method": "ωB97M-V with the def2-TZVPD basis set",
  "total_charge": 2,
  "orbital_gap_ev": 6.1315,
  "e_above_lowest_ev": 0.5741,
  "species": ["Ga", "Br", "C", "C", "C", "C", "C", "C", "C", "C", "C", "C", "H", "H", "H", "H", "H", "H", "C", "Sb", "C", "C", "C", "C", "C", "C", "C", "C", "C", "Sb", "C", "C", "H", "H", "H", "H", "H", "H", "H", "H", "H", "H", "H", "H", "H", "H", "H", "H", "H", "H", "H", "H", "Se", "N", "C", "C", "C", "C", "N", "C", "N", "H", "H", "H"],
  "coordinates": [[0.24336, -0.80362, 0.12547], [2.01983, -2.36362, 1.44585], [0.65412, -2.89975, 2.74998], [1.02824, -3.71776, 3.77616], [0.07055, -4.09667, 4.73131], [-1.21775, -3.65324, 4.62490], [-1.61099, -2.81488, 3.56094], [-2.94010, -2.35850, 3.45736], [-3.32989, -1.54495, 2.43091], [-2.38457, -1.14399, 1.47663], [-1.07218, -1.55708, 1.52528], [-0.65514, -2.40840, 2.57743], [2.04591, -4.06683, 3.85822], [0.37276, -4.73218, 5.54757], [-1.95806, -3.93457, 5.35893], [-3.64355, -2.66397, 4.21582], [-4.35200, -1.20540, 2.35632], [-2.70569, -0.48020, 0.67574], [-3.65810, 1.16810, -1.44139], [-1.57390, 0.59970, -1.58147], [-1.62325, -0.55454, -3.39293], [-0.42701, 2.35849, -2.18496], [-0.43234, 3.41031, -1.12646], [-1.64123, 4.05357, -0.85697], [-1.72703, 5.08813, 0.05412], [-0.58742, 5.49680, 0.72853], [0.60837, 4.84203, 0.50638], [0.71285, 3.79970, -0.41681], [2.04547, 3.16922, -0.61896], [2.16341, 1.22928, 0.39638], [4.25355, 0.74606, 0.29753], [1.95414, 1.79452, 2.45527], [-3.96302, 1.69187, -2.34258], [-3.82043, 1.79930, -0.57047], [-4.24287, 0.25553, -1.34217], [-2.08254, 0.00101, -4.20252], [-2.20121, -1.45574, -3.20604], [-0.61308, -0.83507, -3.67704], [-0.88895, 2.73979, -3.09574], [0.57402, 1.98310, -2.41051], [-2.52240, 3.76034, -1.41279], [-2.66973, 5.58448, 0.22767], [-0.62849, 6.32746, 1.41534], [1.49629, 5.16828, 1.02857], [2.82861, 3.77211, -0.16135], [2.29237, 3.01481, -1.66839], [4.82581, 1.54999, 0.75014], [4.54979, 0.62883, -0.74026], [4.43859, -0.18017, 0.83247], [2.70102, 2.53354, 2.73258], [2.08197, 0.90768, 3.07436], [0.96085, 2.20868, 2.62005], [3.83660, -0.62266, -3.29605], [3.22173, -1.99960, -4.12360], [2.14474, -2.46869, -3.50702], [1.33954, -3.55561, -3.88719], [0.26761, -3.85881, -3.07834], [0.00821, -3.10459, -1.92699], [0.72860, -2.05386, -1.56171], [1.78346, -1.71937, -2.33044], [2.56061, -0.67479, -2.06630], [1.56600, -4.11065, -4.78408], [-0.38194, -4.68313, -3.32726], [-0.82412, -3.35980, -1.27541]],
  "forces_ev_per_a": [[-0.73, -0.18, 0.21], [-0.16, -0.41, 0.64], [0.31, -0.04, -0.02], [0.25, 0.24, -0.43], [-0.27, 0.07, 0.04], [0.26, -0.11, 0.06], [0.37, 0.08, -0.24], [-0.16, 0.17, -0.20], [-0.05, -0.17, 0.28], [0.40, 0.10, -0.37], [0.56, 0.66, -0.89], [-0.15, 0.01, 0.04], [0.08, -0.03, 0.02], [0.01, -0.08, 0.08], [-0.05, -0.05, 0.07], [-0.12, -0.05, 0.07], [-0.06, 0.03, 0.01], [-0.04, -0.10, 0.20], [0.45, -0.08, 0.16], [0.25, 0.18, -0.50], [-0.01, 0.17, 0.28], [-0.28, -0.46, -0.04], [-0.10, 0.16, 0.29], [0.09, 0.07, -0.05], [0.00, 0.00, 0.02], [-0.01, -0.03, 0.06], [0.00, -0.03, -0.09], [-0.35, 0.13, 0.08], [0.03, -0.64, -0.01], [-0.12, 0.12, 0.46], [-0.43, -0.07, -0.11], [-0.04, -0.06, -0.28], [0.11, 0.03, -0.10], [0.06, -0.02, 0.00], [0.05, -0.05, 0.00], [-0.07, 0.12, -0.06], [-0.07, -0.07, -0.01], [0.09, 0.03, -0.04], [0.10, -0.09, -0.09], [-0.15, 0.00, -0.12], [-0.07, 0.01, -0.04], [-0.07, 0.04, -0.01], [-0.01, 0.05, 0.10], [0.09, 0.03, 0.07], [0.08, -0.12, 0.02], [0.07, -0.05, 0.01], [-0.06, 0.11, 0.09], [0.01, 0.03, 0.02], [0.01, -0.07, 0.05], [0.08, 0.04, -0.07], [-0.01, -0.02, -0.03], [-0.01, -0.01, -0.04], [-0.48, 0.01, 0.39], [-0.05, -1.04, -1.05], [0.40, 0.85, 0.45], [-0.56, -0.36, 0.21], [0.53, -0.19, -0.70], [0.04, 0.50, 0.52], [-0.93, 0.12, 0.97], [1.17, 0.62, -0.72], [-0.25, 0.06, 0.39], [0.00, -0.11, -0.07], [-0.06, -0.05, 0.06], [0.05, 0.02, -0.07]],
  "lowdin_charge": [0.256, 0.865, -0.489, -0.093, -0.039, 0.001, -0.146, 0.002, -0.047, -0.138, -0.225, -0.228, 0.113, 0.121, 0.128, 0.128, 0.117, 0.025, -0.258, 1.438, -0.270, -0.286, -0.302, -0.057, -0.051, -0.052, -0.037, -0.298, -0.256, 1.377, -0.257, -0.260, 0.025, 0.016, 0.019, 0.025, 0.016, -0.005, 0.084, 0.040, 0.103, 0.116, 0.116, 0.119, 0.077, 0.067, 0.029, -0.034, 0.008, 0.025, 0.013, 0.019, 1.262, -0.222, -0.351, 0.069, -0.001, -0.080, -0.015, -0.468, -0.269, 0.141, 0.128, 0.141]
}

***

2.
{
  "formula": "C27H29ClN5O3PtS",
  "method": "ωB97M-V with the def2-TZVPD basis set",
  "total_charge": 1,
  "orbital_gap_ev": [7.3067, 7.3688],
  "species": ["Pt", "C", "N", "C", "C", "N", "C", "C", "C", "C", "C", "C", "N", "C", "N", "C", "C", "C", "C", "C", "C", "N", "H", "H", "H", "H", "H", "H", "H", "H", "H", "H", "H", "H", "H", "H", "H", "C", "S", "C", "H", "H", "H", "H", "H", "H", "C", "C", "C", "C", "Cl", "C", "C", "C", "O", "C", "C", "O", "O", "H", "H", "H", "H", "H", "H", "H", "H"],
  "coordinates": [[-0.36411, -0.04015, -0.30069], [2.50092, -0.46424, 1.07267], [2.12414, 0.12085, -0.20786], [2.46510, 1.52657, -0.39641], [1.27937, 2.41868, -0.18204], [0.03008, 2.04033, -0.31021], [-0.75889, 3.16904, -0.15475], [-2.13888, 3.32546, -0.21322], [-2.63758, 4.60132, -0.05484], [-1.79016, 5.69536, 0.16556], [-0.41858, 5.55012, 0.23481], [0.08288, 4.26672, 0.06287], [1.36873, 3.74728, 0.04143], [1.47982, -0.22487, 2.14365], [0.25135, 0.17689, 1.95593], [-0.36984, 0.13964, 3.19977], [-1.66767, 0.46211, 3.58802], [-1.99735, 0.28186, 4.91621], [-1.07087, -0.20224, 5.84907], [0.22745, -0.49917, 5.48558], [0.55866, -0.30904, 4.15088], [1.73113, -0.51374, 3.44407], [2.57329, -1.54650, 0.94090], [3.47700, -0.09955, 1.41479], [2.49275, -0.44286, -0.96243], [3.27843, 1.83604, 0.26924], [2.80208, 1.67196, -1.42595], [-2.77590, 2.46714, -0.37250], [-3.70552, 4.76772, -0.09469], [-2.22278, 6.67872, 0.28766], [0.22920, 6.39725, 0.41656], [2.22081, 4.27128, 0.14714], [-2.38394, 0.83063, 2.86706], [-2.99728, 0.52053, 5.25297], [-1.37874, -0.34584, 6.87562], [0.95149, -0.87170, 6.19822], [2.59112, -0.87222, 3.82272], [-4.25850, -0.01529, -0.95606], [-2.97346, -0.19638, 0.31220], [-3.18630, -1.94290, 0.72395], [-5.22471, -0.21544, -0.49762], [-4.09443, -0.69986, -1.78397], [-4.23417, 1.01303, -1.30887], [-3.27138, -2.54214, -0.17946], [-4.07780, -2.05265, 1.33803], [-2.30652, -2.25496, 1.28110], [1.10537, 1.33082, -4.07249], [1.77626, 0.00313, -3.84196], [3.07280, -0.21117, -4.28755], [3.68158, -1.44977, -4.15342], [5.28452, -1.69068, -4.75689], [3.00330, -2.49652, -3.55476], [1.70788, -2.29983, -3.10197], [1.08825, -1.06479, -3.25333], [-0.21504, -0.82862, -2.87290], [-1.07570, -1.95805, -2.74157], [-0.90321, -2.74758, -1.40992], [-1.26992, -3.90333, -1.40970], [-0.33940, -2.12834, -0.42674], [1.84018, 2.13667, -4.07983], [0.34963, 1.53311, -3.31927], [0.60292, 1.32777, -5.04225], [3.60036, 0.59197, -4.78718], [3.47210, -3.46517, -3.45431], [1.19240, -3.12517, -2.62863], [-0.95798, -2.65616, -3.56828], [-2.08596, -1.55218, -2.77097]],
  "forces_ev_per_a": [[-0.21, 0.03, -0.48], [-0.07, -0.08, 0.04], [-0.24, -0.11, -0.05], [-0.10, 0.05, 0.12], [0.08, 0.14, -0.19], [-0.29, -1.07, 0.20], [0.04, 0.29, 0.00], [0.07, -0.06, 0.04], [-0.08, -0.06, 0.02], [0.07, 0.04, 0.04], [0.07, 0.08, 0.02], [-0.33, -0.23, -0.08], [0.03, 0.00, 0.02], [-0.11, -0.02, 0.23], [0.31, -0.20, -0.11], [0.23, -0.09, 0.32], [0.03, -0.01, -0.08], [-0.10, 0.04, -0.01], [0.10, -0.01, 0.02], [0.10, -0.01, 0.02], [-0.32, 0.05, -0.14], [0.07, -0.01, 0.04], [0.05, 0.02, -0.07], [0.01, -0.04, -0.03], [-0.03, -0.01, -0.12], [0.03, 0.00, -0.05], [0.02, -0.03, 0.01], [-0.04, 0.08, -0.01], [0.00, -0.01, -0.01], [0.01, 0.00, 0.01], [-0.01, 0.00, -0.03], [0.03, -0.03, -0.01], [-0.03, 0.01, 0.02], [-0.01, -0.01, -0.02], [0.00, 0.02, 0.00], [-0.04, 0.02, 0.04], [0.04, 0.00, -0.04], [0.22, -0.02, 0.14], [0.41, -0.01, -0.34], [-0.02, 0.12, 0.05], [0.00, 0.01, 0.02], [0.03, 0.00, -0.03], [-0.02, -0.02, -0.06], [0.06, -0.03, 0.01], [-0.02, 0.01, -0.02], [0.00, -0.02, -0.02], [0.04, -0.10, -0.04], [-0.18, 0.04, 0.07], [0.08, 0.01, 0.00], [-0.12, -0.03, 0.07], [0.08, 0.01, 0.00], [0.11, 0.03, -0.03], [-0.16, -0.03, 0.18], [0.01, -0.08, -0.14], [0.12, 0.08, -0.12], [0.05, -0.13, 0.61], [-0.10, 0.03, -1.30], [0.03, 0.15, 0.33], [0.04, 1.06, 0.97], [-0.03, 0.01, -0.02], [-0.06, 0.06, 0.10], [-0.02, 0.05, 0.03], [0.03, 0.00, 0.04], [0.02, 0.00, 0.01], [-0.01, -0.01, -0.07], [0.09, 0.01, -0.04], [-0.05, 0.01, -0.02]],
  "lowdin_charge": [1.047, -0.109, -0.076, -0.093, -0.284, 0.000, -0.201, -0.006, -0.062, -0.066, -0.002, -0.167, 0.190, -0.299, 0.083, -0.204, -0.021, -0.072, -0.073, -0.008, -0.177, 0.178, 0.146, 0.133, 0.113, 0.135, 0.136, 0.064, 0.112, 0.112, 0.118, 0.177, 0.076, 0.109, 0.110, 0.116, 0.173, -0.341, 0.769, -0.337, 0.053, 0.038, 0.031, 0.045, 0.053, 0.044, -0.023, -0.210, -0.068, -0.674, 0.688, -0.088, 0.002, -0.249, -0.120, -0.087, -0.675, 0.081, -0.199, 0.082, 0.063, 0.098, 0.118, 0.114, 0.121, 0.142, 0.119]
}